No. 1
Molecular formula: C5H10O2
Method: DFT, ωB97M-V/def2-TZVPD

Structure (XYZ):
```
17
C5H10O2, DFT ωB97M-V/def2-TZVPD
C 2.0809 0.2850 -0.7616
O 1.2462 0.5843 0.3527
C 0.4433 -0.5121 0.7183
C -0.8083 -0.4865 1.5575
C -0.8946 -0.7398 0.0761
C -1.5335 0.3931 -0.7173
O -1.0746 1.6718 -0.3391
H 1.5156 -0.0592 -1.6426
H 2.8404 -0.4758 -0.5172
H 2.5870 1.2179 -1.0044
H 1.0700 -1.3761 0.9382
H -0.8790 -1.3472 2.2157
H -1.3441 0.3907 1.9157
H -1.1270 -1.7350 -0.2891
H -1.3909 0.2125 -1.7959
H -2.6170 0.3846 -0.5296
H -0.1144 1.5916 -0.1774
```

Results
net charge	0
multiplicity	1
E_tot	-9440.2828	eV
E_HOMO	-9.60	eV
energy relative to the best compared isomer or geometry (same formula, charge and spin)	63.7	kcal per mole
LUMO energy	0.97	eV
SMILES	CO[C@H]1C[C@H]1CO

***

No. 2
Molecular formula: C59H57Cl2CoN4O3P2STe
Method: DFT, ωB97M-V/def2-TZVPD

Structure (XYZ):
```
130
C59H57Cl2CoN4O3P2STe, DFT ωB97M-V/def2-TZVPD
Co 0.7878 -0.5358 0.2503
C 4.8733 4.1175 1.9509
C 3.5168 4.2190 2.6857
C 3.5511 5.4323 3.6174
C 2.4085 4.3439 1.6451
C 1.9293 5.5628 1.1858
C 0.9676 5.6263 0.1886
C 0.4930 4.4646 -0.3949
C 0.9534 3.2206 0.0329
P 0.4870 1.6669 -0.8540
C -1.1026 2.2871 -1.5059
C -2.1505 2.4011 -0.5891
C -3.2777 3.1334 -0.9104
C -3.3762 3.7468 -2.1570
C -2.3658 3.5858 -3.0886
C -1.2235 2.8577 -2.7654
C 1.5862 1.8059 -2.3171
C 1.5342 0.7767 -3.2631
C 2.2738 0.8546 -4.4364
C 3.0868 1.9549 -4.6696
C 3.1704 2.9661 -3.7196
C 2.4263 2.8991 -2.5483
C 1.8805 3.1958 1.0671
O 2.2590 1.9500 1.5032
C 2.6873 1.8517 2.8091
C 2.4425 0.6423 3.4354
C 2.8627 0.4769 4.7529
C 3.5074 1.5080 5.4098
C 3.7080 2.7226 4.7639
C 3.2926 2.9229 3.4536
P 1.4152 -0.6306 2.6019
C -0.0629 -0.4778 3.6767
C -0.9848 0.4966 3.2823
C -2.0844 0.7958 4.0741
C -2.2823 0.1099 5.2668
C -1.3762 -0.8660 5.6618
C -0.2658 -1.1569 4.8755
C 2.2719 -2.1450 3.1401
C 1.5602 -3.3194 3.3843
C 2.2240 -4.5013 3.6748
C 3.6125 -4.5280 3.7020
C 4.3307 -3.3675 3.4463
C 3.6644 -2.1821 3.1606
H 5.0446 5.0112 1.3434
H 4.9044 3.2409 1.2972
H 5.6851 4.0315 2.6799
H 3.7882 6.3367 3.0556
H 4.3365 5.3228 4.3663
H 2.5948 5.5712 4.1271
H 2.3120 6.4876 1.6008
H 0.5979 6.5872 -0.1474
H -0.2324 4.5261 -1.1950
H -2.0576 1.9426 0.3930
H -4.0792 3.2410 -0.1876
H -4.2558 4.3292 -2.4042
H -2.4521 4.0414 -4.0669
H -0.4197 2.7764 -3.4867
H 0.9099 -0.0968 -3.0931
H 2.2082 0.0453 -5.1556
H 3.6631 2.0258 -5.5860
H 3.8109 3.8240 -3.8932
H 2.5035 3.7017 -1.8282
H 2.6701 -0.4602 5.2648
H 3.8414 1.3794 6.4336
H 4.1961 3.5244 5.3037
H -0.8285 1.0255 2.3453
H -2.7881 1.5595 3.7621
H -3.1443 0.3331 5.8863
H -1.5294 -1.4015 6.5926
H 0.4350 -1.9155 5.2037
H 0.4759 -3.3082 3.3381
H 1.6568 -5.4051 3.8675
H 4.1358 -5.4491 3.9289
H 5.4135 -3.3815 3.4762
H 4.2323 -1.2785 2.9671
N 2.7061 -0.5792 -0.6699
N 3.4984 -1.7235 -0.5585
C 2.8478 -2.8941 -0.4225
N 3.5390 -4.0049 -0.7055
S 1.3004 -2.9566 0.1896
H 2.4252 -0.4836 -1.6509
H 3.2603 0.2214 -0.3940
H 4.3003 -1.7310 -1.1662
H 4.3232 -3.9747 -1.3332
H 3.0568 -4.8815 -0.6021
C -2.1042 -4.1701 1.6842
C -2.8238 -2.8306 1.4036
C -3.8725 -3.0268 0.2988
C -3.4761 -2.2810 2.6815
C -1.8301 -1.8508 0.9312
N -1.0715 -1.0909 0.5478
H -2.8328 -4.9792 1.6334
H -1.6592 -4.1689 2.6826
H -1.3181 -4.3671 0.9515
H -4.6235 -3.7310 0.6589
H -3.4215 -3.4227 -0.6121
H -4.3678 -2.0851 0.0575
H -4.2253 -2.9976 3.0234
H -3.9674 -1.3239 2.4935
H -2.7368 -2.1377 3.4769
Te -1.8858 -0.6757 -3.0043
C -3.5497 0.4822 -3.6949
C -3.5632 0.9145 -5.0222
C -4.6416 1.6375 -5.5239
C -5.7294 1.9246 -4.7064
C -5.7340 1.4885 -3.3876
C -4.6456 0.7788 -2.8846
C -3.0671 -2.3719 -3.5233
C -4.3380 -2.5412 -2.9774
C -5.1205 -3.6330 -3.3381
C -4.6381 -4.5664 -4.2502
C -3.3850 -4.3863 -4.8173
C -2.6038 -3.2898 -4.4581
H -2.7242 0.6799 -5.6673
H -4.6385 1.9649 -6.5582
H -6.5724 2.4857 -5.0961
H -6.5825 1.7055 -2.7451
H -4.6442 0.4704 -1.8439
H -4.7261 -1.8125 -2.2795
H -6.1086 -3.7553 -2.9053
H -5.2431 -5.4246 -4.5252
H -3.0059 -5.0980 -5.5467
H -1.6336 -3.1469 -4.9160
Cl 1.2046 -4.2566 -5.1461
C 1.3033 -4.2050 -3.3691
Cl -0.0223 -5.1168 -2.6208
C 1.3881 -2.7292 -2.9080
O 2.5642 -2.2741 -2.8975
O 0.3541 -2.1271 -2.5468
H 2.2211 -4.7047 -3.1082
```

Results
net charge	+1
multiplicity	2
E_tot	-173585.7194	eV
E_HOMO (alpha / beta)	-9.21 / -9.21	eV
energy relative to the best compared isomer or geometry (same formula, charge and spin)	7.6	kcal per mole
LUMO energy (alpha / beta)	-3.21 / -2.21	eV

***

No. 3
Molecular formula: C3HBrClNO2
Method: DFT, ωB97M-V/def2-TZVPD

Structure (XYZ):
```
9
C3HBrClNO2, DFT ωB97M-V/def2-TZVPD
C 2.4003 -2.3791 -1.0289
C 0.0208 0.0263 0.4664
C 2.4030 -0.2597 0.2876
N 2.1777 -3.3527 -1.5747
O -0.2098 -0.9786 1.0750
O 1.2524 0.3776 -0.0025
Cl 2.5542 -0.7052 1.8735
Br 3.8853 0.6726 -0.5063
H -0.7520 0.7296 0.2576
```

Results
net charge	0
multiplicity	1
E_tot	-91272.3871	eV
E_HOMO (alpha / beta)	-10.49 / -10.49	eV
energy relative to the best compared isomer or geometry (same formula, charge and spin)	71.4	kcal per mole
LUMO energy (alpha / beta)	-2.46 / -2.46	eV

***

No. 4
Molecular formula: C17H38Br2N2O6S
Method: DFT, ωB97M-V/def2-TZVPD

Structure (XYZ):
```
66
C17H38Br2N2O6S, DFT ωB97M-V/def2-TZVPD
C -4.8708 -1.1321 -1.5387
O -3.7480 -0.2595 -1.0714
C -2.9460 -0.0026 -2.2809
C -1.5372 0.7178 -1.7408
O -0.9293 0.0103 -0.5975
S -0.4102 -1.5598 -1.0089
O -1.5439 -2.6199 -1.0374
O 0.6025 -2.0572 0.0955
C 0.5928 -1.4465 -2.5962
C 0.9329 0.1789 -2.7962
C -0.5630 0.8834 -3.0485
C -0.4476 2.4073 -3.6444
Br -2.2483 3.3596 -3.7609
C 0.7181 3.3343 -2.9368
C 0.5903 4.9142 -3.4686
Br 0.6262 3.4167 -0.9411
H -5.7104 -1.0598 -0.7125
H -5.2382 -0.7590 -2.5987
H -4.5478 -2.2745 -1.5653
H -3.4802 0.7637 -3.0224
H -2.7016 -1.0173 -2.8175
H -1.8966 1.7725 -1.3118
H 1.5507 -2.1194 -2.6220
H -0.1556 -1.7356 -3.4788
H 1.6458 0.2937 -3.7336
H 1.4574 0.6290 -1.8234
H -1.0510 0.2271 -3.9180
H -0.1121 2.2898 -4.7842
H 1.7871 2.9666 -3.2830
H 0.3906 4.9406 -4.6306
H 1.6001 5.4893 -3.2365
H -0.2457 5.4921 -2.8510
C -1.6719 -5.1014 1.0096
O -1.6928 -6.4660 1.3946
C -0.8053 -7.3061 0.6494
C 0.6769 -7.2115 1.0733
C 1.3749 -5.9359 0.6077
N 0.8305 -7.3342 2.5325
H -1.5329 -4.9779 -0.0694
H -0.8936 -4.5715 1.5609
H -2.6289 -4.6517 1.2891
H -1.1457 -8.3320 0.8391
H -0.9296 -7.1354 -0.4272
H 1.2024 -8.0552 0.6060
H 1.1293 -5.0681 1.2243
H 2.4631 -6.0590 0.6603
H 1.1175 -5.7031 -0.4315
H 0.4607 -8.2390 2.8240
H 0.1873 -6.6601 2.9603
C 1.5195 2.9420 3.1030
O 1.6332 4.0405 2.2135
C 1.1735 5.2863 2.7477
C 2.1599 5.9726 3.7181
C 2.2272 5.3215 5.0975
N 3.5181 6.0355 3.1531
H 0.6208 3.0047 3.7251
H 2.4136 2.8728 3.7245
H 1.4666 2.0247 2.5097
H 1.0403 5.9450 1.8802
H 0.1803 5.1669 3.1982
H 1.8069 7.0024 3.8648
H 2.8299 4.4104 5.1080
H 2.6859 6.0084 5.8184
H 1.2252 5.0751 5.4658
H 3.4851 6.5683 2.2841
H 3.7607 5.0875 2.8474
```

Results
net charge	0
multiplicity	1
E_tot	-184423.2269	eV
E_HOMO	-8.81	eV
LUMO energy	0.12	eV
SMILES	COC[C@H]1OS(=O)(=O)CC[C@@H]1[C@@H](Br)[C@@H](C)Br.COC[C@@H](C)N.COC[C@@H](C)N

***

No. 5
Molecular formula: C22H57Cl2MnO21P4
Method: DFT, ωB97M-V/def2-TZVPD

Structure (XYZ):
```
107
C22H57Cl2MnO21P4, DFT ωB97M-V/def2-TZVPD
Mn -0.4333 0.3828 -3.2979
C -0.5688 -0.0664 0.7765
C -0.6046 0.0764 -0.7362
O -1.3529 0.8553 -1.3868
O 0.1298 -0.6668 -1.3606
H -1.5602 0.1578 1.1702
H 0.1689 0.5988 1.2252
H -0.2379 -1.0458 1.1220
Cl -5.0177 2.6274 0.9950
C -4.0305 1.5889 -0.0261
C -4.6868 0.2012 0.0135
Cl -6.3770 0.4606 -0.7455
H -2.9994 1.5491 0.3250
H -3.9593 1.8892 -1.0715
H -4.7811 -0.1667 1.0352
H -4.2154 -0.5761 -0.5879
C -2.2175 -3.0297 -5.6874
O -3.2648 -2.9932 -4.7190
P -3.2628 -2.0273 -3.4131
O -2.1457 -1.0273 -3.4125
O -4.7608 -1.4204 -3.4489
C -5.8323 -2.2875 -3.5315
O -3.3960 -3.2159 -2.2701
C -2.1785 -3.7508 -1.6599
H -1.4311 -2.2961 -5.5099
H -2.6613 -2.6988 -6.6263
H -1.5971 -3.9256 -5.6651
H -6.5815 -1.8229 -4.1725
H -6.3218 -2.1947 -2.5621
H -5.7675 -3.3446 -3.7896
H -2.3363 -4.7556 -1.2679
H -1.7953 -3.1736 -0.8184
H -1.4442 -3.7671 -2.4653
C 0.2307 3.2852 -6.4057
O -1.2329 3.5913 -6.1481
P -2.1882 2.7863 -5.0946
O -1.4998 1.8571 -4.1692
O -3.3673 2.1325 -6.0108
C -2.8913 0.9922 -6.7837
O -2.9566 4.0158 -4.4138
C -3.6865 3.8494 -3.1742
H 0.3228 3.0564 -7.4674
H 0.6317 2.5185 -5.7428
H 0.8738 4.1601 -6.3097
H -2.6687 0.1623 -6.1130
H -1.9207 1.2115 -7.2285
H -3.6410 0.6529 -7.4984
H -3.5513 4.8165 -2.6898
H -3.3363 2.9642 -2.6433
H -4.7422 3.5951 -3.2695
C 2.0141 0.2902 3.7875
O 1.6786 -0.6664 4.8212
P 2.7759 -1.8734 5.2343
O 4.0970 -1.7353 4.5152
O 2.0072 -3.2458 4.8729
C 2.7004 -4.4611 4.7611
O 2.8990 -1.9887 6.8514
C 2.7562 -0.8420 7.7313
H 3.0429 0.6369 3.8851
H 1.4331 1.2028 3.9196
H 1.8724 0.0449 2.7349
H 3.2419 -4.5246 3.8172
H 2.0578 -5.3159 4.9722
H 3.5098 -4.5363 5.4872
H 2.9747 0.1249 7.2780
H 3.3770 -0.9885 8.6152
H 1.7176 -0.7252 8.0407
C -2.6540 6.0459 0.2785
O -2.5054 6.6452 1.4942
P -1.0423 6.5404 2.1666
O -0.1365 7.5378 1.5840
O -1.3360 6.5819 3.7432
C -1.7237 7.8266 4.3341
O -0.4699 5.0294 1.9410
C -1.0196 3.9257 2.5426
H -3.5351 6.5610 -0.1041
H -2.9528 5.0067 0.4164
H -1.9276 6.2671 -0.5035
H -2.8033 7.8952 4.2004
H -1.2726 8.6491 3.7790
H -1.5058 7.6783 5.3918
H -0.6990 3.6190 3.5382
H -0.9450 3.1282 1.8033
H -2.0937 4.1064 2.5840
C 3.3163 -1.1033 -1.4553
O 3.0662 -1.7530 -0.2647
C 3.1139 -3.2101 -0.3543
C 4.4888 -3.8667 -0.5286
O 5.2194 -4.4610 0.6730
C 5.4756 -3.4857 1.7000
C 6.0305 -4.2823 2.9655
O 7.2941 -4.8967 2.6440
C 7.8978 -5.2028 3.8404
H 2.6434 -1.3223 -2.2843
H 4.3291 -1.2844 -1.8154
H 3.3706 -0.0242 -1.3115
H 2.3960 -3.5819 -1.0854
H 2.7446 -3.5356 0.6183
H 5.2988 -3.3254 -1.0174
H 4.4477 -4.8380 -1.0214
H 4.6232 -2.8601 1.9648
H 6.1476 -2.6680 1.4392
H 5.2901 -5.0267 3.2584
H 6.1371 -3.6266 3.8296
H 8.8308 -5.7468 3.6928
H 7.2972 -5.8808 4.4468
H 8.1526 -4.2394 4.2820
```

Results
net charge	+1
multiplicity	6
E_tot	-160256.1540	eV
E_HOMO (alpha / beta)	-10.74 / -10.74	eV
energy relative to the best compared isomer or geometry (same formula, charge and spin)	62.7	kcal per mole
LUMO energy (alpha / beta)	-4.11 / -4.50	eV